Entry 1:
Below is C14H25NSiW as an isolated structure, with properties calculated with wB97M-V/def2-TZVPD.

Geometry as XYZ:
```
42
Properties=species:S:1:pos:R:3:forces:R:3
W -0.819870 0.450162 0.529049 0.218 -0.152 0.835
C -0.587212 0.756788 -2.711810 -0.088 -0.041 0.040
N -1.675440 0.710061 -1.721619 0.028 0.018 0.100
C -2.501941 1.921578 -1.826054 0.096 -0.052 -0.098
C -2.502681 -0.500450 -1.945957 0.073 0.065 -0.010
C -1.895121 -1.708498 -1.280569 0.006 -0.066 0.065
C -1.970432 -2.962999 -1.875206 -0.010 0.018 0.054
C -1.469126 -4.072123 -1.207942 0.018 0.006 0.046
C -0.897748 -3.927995 0.051539 -0.026 0.051 -0.011
C -0.812998 -2.669997 0.636814 -0.084 0.013 -0.122
C -1.301164 -1.530626 -0.018272 -0.055 -0.075 -0.159
H -0.995115 0.831277 -3.726197 -0.023 -0.004 -0.026
H 0.014951 -0.146682 -2.635060 -0.001 -0.022 0.003
H 0.051131 1.614992 -2.519255 0.003 0.019 0.002
H -2.988351 1.984827 -2.806204 -0.005 0.000 -0.038
H -1.874735 2.800332 -1.689326 0.028 0.026 0.010
H -3.264168 1.915171 -1.050558 -0.031 -0.014 0.040
H -2.650372 -0.664306 -3.019294 -0.006 0.027 -0.044
H -3.484659 -0.305700 -1.512818 -0.043 -0.001 0.032
H -2.419887 -3.078036 -2.856529 0.010 0.010 0.026
H -1.522557 -5.049732 -1.671742 0.002 0.019 0.018
H -0.511924 -4.796634 0.571766 -0.006 0.023 -0.011
H -0.359326 -2.563801 1.614738 0.022 -0.005 0.008
C 1.915082 2.723286 2.261735 -0.022 0.131 0.105
Si 2.386201 1.094556 1.463004 0.006 0.037 -0.045
C 2.305783 -0.296160 2.691547 -0.043 -0.225 0.187
C 4.151956 1.233230 0.870212 0.261 0.029 -0.073
C 1.252769 0.779535 0.018819 -0.608 0.312 -0.038
H 2.165368 2.739732 3.327160 0.013 0.009 -0.087
H 0.842326 2.905512 2.175917 -0.015 0.045 0.040
H 2.439043 3.556194 1.783052 -0.057 -0.032 0.022
H 2.954884 -0.096930 3.550364 -0.033 -0.031 -0.054
H 2.632814 -1.235909 2.232879 -0.045 0.048 0.055
H 1.280429 -0.422667 3.048629 0.073 -0.038 0.012
H 4.839791 1.374970 1.711191 -0.037 0.003 -0.085
H 4.271483 2.081901 0.189493 0.028 -0.065 0.027
H 4.455650 0.326549 0.337627 0.013 0.064 0.031
H 1.561923 -0.130006 -0.517486 -0.012 -0.006 0.027
H 1.338759 1.615100 -0.695240 0.106 -0.066 0.014
C -1.290091 0.827082 2.374265 0.283 -0.109 -0.807
H -2.220541 0.391924 2.762084 0.011 -0.035 -0.058
H -0.844877 1.524491 3.085255 -0.048 0.065 -0.033
```
Positions in Å, forces in eV/Å.

## Properties
⟨S²⟩: 2.050
2S+1: 3
Gap between HOMO and LUMO (alpha / beta), eV: 6.9266 / 7.8222

Löwdin atomic charge list, values in e, 8 entries:
1. W 1.278
2. C -0.094
3. N -0.382
4. C -0.101
5. C -0.173
6. C -0.262
7. C -0.053
8. C -0.086

---

Entry 2:
Below is a 17-piece molecular cluster, C40H82Cl32F3O3P2 overall at a distorted geometry, with properties calculated with wB97M-V/def2-TZVPD.

Geometry as XYZ:
```
162
Properties=species:S:1:pos:R:3:forces:R:3
C 5.174086 -1.081427 -0.243628 -1.246 -0.276 0.065
P 3.932823 0.274935 -0.016085 0.800 1.372 -0.077
C 3.263733 0.031258 1.674730 0.298 -0.822 -0.168
C 2.635808 -0.123934 -1.258323 -0.716 0.017 0.146
C 2.028830 1.170916 -1.970799 0.486 -1.201 0.190
O 0.672313 0.971735 -2.252215 0.269 -0.174 0.980
P 0.422413 -0.791074 -2.177802 -1.294 -0.482 -2.143
C -1.121329 -0.714021 -1.083694 0.635 -0.379 0.035
C -1.199954 -1.799399 -0.022262 -0.948 1.256 0.440
O -1.775871 -3.013875 -0.534682 0.638 -0.225 0.457
C -0.818615 -3.979782 -0.847802 -0.347 -0.289 -0.578
C -1.173029 -5.322064 -0.250444 0.626 -0.353 -0.081
F -2.224278 -5.922931 -0.873079 0.186 0.248 0.613
F -1.430259 -5.266129 1.080084 -0.187 -0.189 -0.530
F -0.117958 -6.177415 -0.411076 -0.541 0.319 0.159
O 1.511560 -0.836948 -0.816028 0.443 0.067 0.076
H 5.625101 -0.949121 -1.218698 0.240 0.121 -0.126
H 5.917641 -1.056731 0.541208 0.198 0.028 0.111
H 4.652261 -2.039298 -0.255889 0.182 -0.262 0.135
H 2.649631 -0.867328 1.734562 -0.366 0.086 0.042
H 4.118219 -0.122730 2.332625 -0.054 0.048 -0.124
H 2.762335 0.921320 2.030372 -0.344 0.071 -0.118
H 3.182708 -0.729842 -1.990385 0.100 0.061 -0.208
H 2.218400 1.977241 -1.264379 -0.188 0.614 -0.322
H 2.585123 1.238195 -2.908673 0.275 0.728 0.015
H -0.484255 -0.763683 -3.340107 0.143 0.183 0.004
H 0.411055 -2.245700 -2.281528 -0.300 0.013 0.364
H 1.463626 -0.870167 -3.191717 0.130 0.412 1.441
H -1.973771 -0.885291 -1.734745 -0.116 0.029 -0.244
H -1.253179 0.279572 -0.660084 0.175 0.067 0.263
H -1.898005 -1.432486 0.738007 -0.109 -0.349 0.130
H -0.255115 -1.954335 0.491881 0.237 -0.337 -0.174
H 0.195961 -3.737098 -0.544189 0.039 0.160 0.264
H -0.773999 -4.126606 -1.928647 0.062 -0.100 -0.109
Cl 0.681761 -4.555882 -4.468127 0.020 -0.038 -0.027
C 0.678680 -3.684456 -6.026244 -0.072 0.032 -0.093
C 1.910343 -2.840381 -6.218397 0.158 0.380 -0.115
Cl 1.951446 -1.428203 -5.105628 0.137 -0.808 -0.824
H -0.225478 -3.081543 -6.071077 0.021 0.038 0.131
H 0.631274 -4.441410 -6.808160 0.037 -0.009 0.004
H 1.929596 -2.437501 -7.227477 -0.121 -0.163 -0.047
H 2.817762 -3.420070 -6.064690 -0.007 -0.003 0.081
Cl 4.969069 3.342976 2.234652 -0.026 -0.047 0.079
C 6.119391 3.087221 3.570647 -0.127 0.033 0.115
C 7.141115 2.042144 3.210196 0.148 0.004 0.033
Cl 6.399627 0.427670 3.079138 0.343 0.076 0.110
H 5.552775 2.805993 4.455655 -0.043 -0.087 -0.053
H 6.612414 4.035875 3.763687 0.056 0.044 -0.059
H 7.906310 1.985794 3.983379 -0.054 -0.004 0.058
H 7.626117 2.269078 2.263887 -0.088 -0.006 -0.053
Cl 1.647069 0.940912 -9.753295 -0.046 0.036 -0.008
C 2.911315 0.445113 -8.591196 0.041 -0.026 0.191
C 3.885102 -0.536112 -9.185489 0.141 0.103 0.110
Cl 3.129532 -2.123293 -9.504136 0.070 -0.025 -0.251
H 2.412852 0.034474 -7.715174 -0.041 0.008 -0.015
H 3.437061 1.348898 -8.293613 0.015 0.019 -0.055
H 4.698771 -0.707843 -8.482698 -0.066 -0.022 0.078
H 4.302822 -0.168673 -10.117662 -0.084 -0.067 0.114
Cl 7.228468 5.962188 2.036867 0.141 0.127 -0.131
C 7.052838 7.460534 2.985853 0.040 0.074 0.070
C 5.616071 7.706830 3.366213 0.002 -0.145 0.007
Cl 4.606337 8.117304 1.951313 -0.010 -0.013 -0.007
H 7.463354 8.281250 2.402688 -0.044 -0.032 -0.080
H 7.654299 7.343159 3.885651 -0.053 -0.022 0.053
H 5.557021 8.549579 4.053750 0.007 -0.006 0.023
H 5.166589 6.837815 3.856368 0.372 0.480 -0.647
Cl 4.878302 -2.396590 3.973568 0.086 -0.156 0.078
C 3.217675 -2.841908 4.433631 -0.086 -0.054 -0.101
C 2.484057 -1.691718 5.072009 -0.137 0.034 -0.087
Cl 3.145048 -1.279852 6.679125 0.018 0.017 0.014
H 3.270480 -3.702030 5.096225 0.054 0.036 0.054
H 2.703672 -3.138984 3.520625 -0.014 0.078 -0.026
H 1.439156 -1.959517 5.218294 0.006 -0.037 0.024
H 2.528833 -0.800725 4.450580 0.080 0.012 0.018
Cl -3.998217 -3.545930 6.166118 -0.028 0.009 0.037
C -4.256356 -4.697665 4.824303 -0.056 -0.181 -0.020
C -3.329408 -4.440797 3.665878 0.049 -0.039 -0.115
Cl -3.705064 -2.918324 2.830160 -0.004 0.048 -0.005
H -5.297881 -4.628687 4.521528 0.000 0.104 -0.007
H -4.077298 -5.694359 5.224722 0.061 0.012 0.010
H -3.431461 -5.238636 2.931999 -0.037 -0.015 0.016
H -2.290793 -4.401766 3.983980 -0.001 0.046 0.028
Cl 5.436162 3.124498 -10.812706 0.010 -0.028 0.015
C 5.360951 2.896200 -12.578710 0.045 0.086 -0.030
C 4.123968 2.145866 -12.996394 -0.100 0.068 -0.093
Cl 4.162453 0.450044 -12.460968 0.008 -0.039 -0.291
H 6.263993 2.377293 -12.889296 -0.004 -0.055 0.050
H 5.358237 3.887565 -13.028840 -0.052 0.014 0.021
H 4.046185 2.136206 -14.082453 0.066 -0.016 -0.008
H 3.224500 2.603441 -12.591413 0.016 -0.041 0.105
Cl -5.829530 -3.542034 -2.332197 -0.046 0.380 0.186
C -5.003458 -4.611457 -1.164497 0.010 -0.026 0.126
C -5.974397 -5.464608 -0.382194 0.163 0.022 -0.047
Cl -6.973152 -4.489082 0.737907 -0.037 -0.033 0.038
H -4.406245 -3.982736 -0.507208 0.022 0.041 -0.051
H -4.328529 -5.243645 -1.736625 -0.075 -0.015 -0.020
H -5.421701 -6.180914 0.223537 0.054 0.069 0.038
H -6.646906 -6.011898 -1.032180 -0.089 0.053 -0.019
Cl -6.404828 -6.411412 -3.681500 0.017 -0.437 -0.253
C -7.878494 -6.318627 -4.673459 -0.004 0.100 -0.070
C -9.116432 -6.653147 -3.882547 -0.094 0.090 -0.027
Cl -9.174129 -8.373674 -3.415710 0.007 -0.007 0.030
H -7.754039 -6.985533 -5.522448 0.014 -0.063 0.041
H -7.946859 -5.296404 -5.043443 -0.017 0.027 0.066
H -10.000595 -6.458692 -4.486973 0.013 -0.024 -0.037
H -9.180889 -6.056942 -2.975805 0.053 -0.038 0.037
Cl 4.636182 9.037867 7.322673 -0.158 0.228 -0.149
C 3.077386 8.234786 6.986681 -0.129 0.041 0.008
C 3.211266 6.735030 7.009468 -0.149 -0.125 0.041
Cl 4.188182 6.151523 5.642783 -0.040 -0.334 0.810
H 2.717734 8.588434 6.023636 0.070 -0.032 -0.042
H 2.377065 8.555850 7.755730 0.042 -0.019 0.054
H 2.227711 6.273682 6.923269 -0.015 0.042 -0.086
H 3.673997 6.384824 7.928438 0.077 0.025 -0.020
Cl 1.694338 6.807096 -8.166605 0.017 0.008 -0.029
C 0.835595 5.242826 -8.105700 -0.105 -0.048 -0.052
C 1.267255 4.397038 -6.937572 -0.135 -0.111 0.073
Cl 2.939982 3.812949 -7.113479 0.096 0.074 0.011
H 1.007344 4.730681 -9.048822 0.082 0.006 0.002
H -0.225950 5.467789 -8.020685 0.003 0.016 0.056
H 0.630403 3.516615 -6.869820 0.007 -0.016 -0.042
H 1.200066 4.941686 -5.999889 0.073 0.035 -0.006
Cl -8.249595 0.985516 -2.270257 -0.035 0.021 0.015
C -7.405765 -0.125565 -1.153806 0.151 -0.022 0.005
C -8.357574 -1.020675 -0.409137 0.156 -0.130 -0.025
Cl -9.357879 -0.122957 0.767227 0.014 0.160 0.042
H -6.804743 0.475830 -0.477446 -0.053 0.057 0.009
H -6.737883 -0.736853 -1.757247 -0.028 -0.040 -0.006
H -7.793581 -1.761964 0.153840 0.030 0.029 0.001
H -9.027499 -1.540957 -1.085619 -0.070 0.061 -0.012
Cl 1.485577 5.703480 3.818991 -0.186 0.010 -0.075
C 1.598802 5.131666 2.129811 -0.002 0.021 -0.184
C 0.481203 4.185507 1.776047 -0.037 0.008 -0.107
Cl 0.614963 2.634629 2.642260 -0.054 0.026 0.047
H 2.571279 4.666524 2.004975 0.031 -0.051 0.094
H 1.553668 6.012723 1.492053 -0.054 0.024 0.034
H 0.516701 3.959673 0.711133 0.071 -0.041 0.001
H -0.490920 4.613857 2.006443 0.002 -0.013 0.068
Cl -4.039711 -4.288192 11.488171 0.008 -0.028 0.020
C -4.333872 -4.838185 9.816451 0.055 0.084 -0.073
C -5.625779 -5.599522 9.687451 -0.062 0.028 -0.117
Cl -5.567708 -7.177945 10.517244 -0.018 -0.004 0.024
H -3.483952 -5.440575 9.507852 0.006 -0.036 0.057
H -4.370807 -3.949295 9.190653 -0.046 0.003 -0.004
H -5.824867 -5.800384 8.636285 0.054 -0.005 -0.015
H -6.460861 -5.036709 10.095531 0.015 -0.020 0.081
Cl 8.491191 6.288909 6.539423 -0.017 0.011 -0.030
C 8.880522 6.730843 8.222323 0.105 0.026 0.020
C 7.894854 6.149286 9.201069 -0.037 -0.118 0.164
Cl 6.285808 6.898754 9.049422 0.199 -0.115 0.076
H 8.911603 7.815344 8.286164 -0.075 0.012 -0.044
H 9.876013 6.342383 8.430307 -0.014 -0.052 -0.001
H 8.237021 6.330266 10.218830 0.033 0.051 -0.016
H 7.783253 5.077110 9.061569 -0.035 0.004 -0.068
Cl -11.221048 -2.829840 -0.078969 -0.130 -0.244 -0.067
C -12.518761 -1.886333 0.687157 0.029 0.137 0.045
C -13.594588 -2.764429 1.270299 -0.026 0.042 0.104
Cl -14.541132 -3.604216 0.012667 -0.003 -0.028 0.000
H -12.920480 -1.204192 -0.057345 -0.007 -0.042 -0.049
H -12.053827 -1.298392 1.477026 0.023 -0.036 0.018
H -14.294905 -2.154485 1.838321 -0.006 0.036 -0.038
H -13.175997 -3.517338 1.932704 0.027 -0.054 -0.064
```
Positions in Å, forces in eV/Å.

## Properties
Gap between HOMO and LUMO, eV: 5.7361
Charge: -1

Löwdin atomic charge list, values in e, 8 entries:
1. C -0.303
2. P 0.906
3. C -0.337
4. C -0.591
5. C -0.306
6. O -0.349
7. P 0.497
8. C -0.261

---

Entry 3:
Below is one molecule with the formula C6H11N at a distorted geometry, with properties calculated with wB97M-V/def2-TZVPD.

Geometry as XYZ:
```
18
Properties=species:S:1:pos:R:3:forces:R:3
C 1.160683 -0.661156 1.773408 0.514 1.197 0.141
C 0.333893 -0.172610 0.611849 -1.012 -1.485 -1.400
C -1.001223 -0.327215 0.616772 0.715 0.285 0.529
N -1.671537 -0.676887 1.791765 -0.577 -0.318 0.032
C 1.020655 0.244015 -0.678993 2.490 1.165 1.809
C 0.249733 1.046043 -1.646997 -0.002 0.754 -1.277
C -0.105765 0.664344 -2.875427 0.085 -0.558 0.056
H 1.246379 0.067249 2.603382 -0.437 -0.235 -0.156
H 0.833431 -1.617533 2.181362 -0.109 0.063 -0.119
H 2.193817 -0.714528 1.446896 0.246 -0.436 -0.145
H -1.672454 -0.225100 -0.230340 0.500 0.192 -0.248
H -1.465863 -0.108385 2.598252 0.091 -0.043 0.050
H -2.661376 -0.716325 1.622354 -0.186 0.020 0.356
H 1.842611 -0.335188 -1.144036 -1.279 -1.294 -0.063
H 1.822594 0.911842 -0.244410 -0.835 0.518 -0.340
H 0.144010 2.097008 -1.381038 -0.300 -0.106 0.035
H -0.505166 1.286036 -3.674947 -0.097 0.273 0.572
H 0.010925 -0.371260 -3.189341 0.191 0.008 0.165
```
Positions in Å, forces in eV/Å.

## Properties
Gap between HOMO and LUMO, eV: 8.8178
Structure (SMILES): C=CC/C(C)=C/N

Löwdin atomic charge list, values in e, 8 entries:
1. C -0.071
2. C -0.299
3. C -0.175
4. N 0.031
5. C -0.216
6. C -0.218
7. C 0.001
8. H 0.082

---

Entry 4:
Below is a 2-piece molecular cluster, C3H11N2 overall at a distorted geometry, with properties calculated with wB97M-V/def2-TZVPD.

Geometry as XYZ:
```
16
Properties=species:S:1:pos:R:3:forces:R:3
C 0.903618 2.137582 -1.086602 0.449 -1.831 0.862
N 1.301673 1.006173 -0.638129 0.262 0.720 0.486
H 1.569095 2.983462 -0.985849 -0.385 0.523 -0.523
H -0.108796 2.090500 -1.464535 -0.015 0.914 -0.348
H 0.536315 -0.011238 0.191000 -0.900 -1.092 -0.021
H 2.226612 1.046576 -0.205603 0.116 0.160 -0.344
C -1.388239 -0.193613 1.287476 0.460 -0.172 -0.754
N -0.155204 -0.796168 0.635471 -0.581 -0.771 0.950
C -0.478195 -1.871375 -0.387941 1.101 1.591 0.010
H -1.527970 0.812992 0.896939 -0.107 -0.067 0.131
H -2.215494 -0.834582 1.000394 -0.255 0.198 0.171
H -1.268038 -0.190883 2.369504 0.007 0.135 -0.145
H 0.254045 -1.352931 1.384614 0.640 0.521 -0.044
H -0.845041 -1.335728 -1.255975 -0.464 -0.351 -0.153
H -1.153899 -2.594373 0.052673 -0.051 -0.044 -0.197
H 0.500618 -2.273727 -0.648257 -0.275 -0.435 -0.080
```
Positions in Å, forces in eV/Å.

## Properties
Gap between HOMO and LUMO, eV: 12.0001
Charge: +1

Löwdin atomic charge list, values in e, 8 entries:
1. C 0.015
2. N 0.017
3. H 0.094
4. H 0.086
5. H 0.079
6. H 0.090
7. C -0.002
8. N -0.102

---

Q: What is the formula in the second record?
A: C40H82Cl32F3O3P2